# 1
Below is C52H71GeN6O8P2STi as an isolated structure, with properties calculated with wB97M-V/def2-TZVPD.

```
! wB97M-V def2-TZVPD RIJCOSX def2/J DEFGRID3
* xyz -2 2
H 1.114 -4.723 -5.204
C -3.300 -4.636 -2.268
C 1.375 4.453 2.255
C 3.888 -2.054 -1.084
C 2.770 -1.361 -0.601
C 1.411 3.293 1.497
C -4.362 -2.893 -0.795
H 1.461 -4.523 7.103
C 3.191 -4.070 0.077
H 1.338 -5.257 -3.525
H -1.064 3.489 -4.898
H 3.881 1.796 1.939
H 2.570 -2.470 7.941
H 1.333 -1.576 -3.135
C 1.547 -3.649 6.467
H -0.256 -5.392 -4.288
C 4.274 -1.453 2.732
O 6.007 -3.472 -2.010
H 3.805 -2.265 3.279
C -0.582 2.567 2.352
H -1.763 2.171 -5.828
H -4.706 -1.612 -3.166
H -2.212 0.023 -4.922
C -3.724 2.382 -1.616
H 0.095 0.530 -3.003
P -1.048 -2.649 -1.407
H 0.356 3.869 -3.446
H -0.078 0.554 -4.765
H -5.342 -3.377 -0.812
H -2.806 3.182 -4.830
H -4.223 -5.218 -2.210
N 5.237 -4.077 -1.273
O 1.523 0.724 -0.622
H -0.280 5.237 -0.277
H 0.597 1.948 -3.928
H 4.550 4.101 5.686
O 0.902 -1.391 0.868
C -1.824 2.708 -4.876
H 1.393 -3.890 1.238
O -0.274 -3.615 -2.419
N -1.841 -0.711 1.464
C 3.674 -0.189 2.736
H -3.903 -2.791 -4.216
C -3.631 -3.155 -2.104
O -0.376 -1.275 -1.421
H 3.366 -5.110 0.305
H -1.570 3.815 3.787
H -3.226 2.931 0.440
C -1.547 1.479 2.399
H -1.990 4.963 -3.715
C 6.066 -0.703 1.304
H -3.431 0.436 -0.669
C 5.443 -1.713 2.026
H 4.599 -1.556 -1.730
C 5.499 0.564 1.295
H 2.191 5.162 2.199
C 1.029 -3.665 5.177
H -4.340 3.977 -2.995
H 2.240 3.080 0.830
C -4.462 -2.669 -3.286
H -2.882 5.361 -2.242
H 2.685 4.792 7.167
H 0.582 3.469 7.170
H 1.993 -2.378 -4.579
H -2.377 1.465 3.089
N -2.494 -2.716 2.227
N 0.474 2.356 1.555
H -5.651 3.014 -2.322
C 2.545 -0.030 -0.996
H -2.007 4.996 -0.065
C 3.487 2.421 4.869
C -1.091 4.514 -0.397
H 5.861 -2.714 2.027
O -2.445 -2.334 -2.149
H -0.884 3.669 0.253
H -4.938 3.070 0.019
C 0.645 -4.780 -4.219
H -1.597 -3.353 -4.771
C -1.889 5.169 -2.651
H 0.236 5.549 3.716
C 1.132 -2.537 4.372
H -4.426 0.359 -2.129
H 0.695 -2.548 3.377
C -4.192 0.959 -1.252
C 2.105 -3.393 0.593
C -4.627 2.965 -2.709
C 2.280 -1.381 6.111
H -3.549 0.765 -4.066
N -1.277 0.491 1.631
C 1.406 3.182 6.523
H -3.793 -3.266 0.053
H -3.804 4.293 -0.542
H 3.267 0.449 -1.656
H 6.969 -0.908 0.740
H 5.964 1.363 0.726
H 4.321 2.136 4.235
C -1.586 1.702 -3.747
H 2.777 -0.495 6.493
H 0.815 4.903 -2.098
C 1.555 -2.540 -3.591
H -1.967 -3.058 1.420
C 1.882 -2.037 0.309
C -0.151 1.161 -3.856
H -2.829 -4.823 -3.234
H -2.393 -0.250 -3.185
C 0.295 3.978 -2.363
O -1.232 -3.422 -0.166
C 1.279 2.082 5.687
C -3.920 3.227 -0.348
C 2.167 -2.498 6.933
N -1.192 1.373 -0.941
C -0.710 3.708 3.138
C -2.501 0.491 -3.976
C -2.266 -1.406 2.540
H -0.261 -2.552 -5.622
C 3.622 3.537 5.691
C 0.297 -3.384 -3.719
H -5.101 1.026 -0.647
C 0.289 4.664 3.094
C 2.312 1.664 4.836
Ge 1.850 0.181 3.525
H 0.817 3.141 -1.890
H -4.652 2.353 -3.608
H -5.391 -3.239 -3.354
C 1.773 -1.374 4.810
O 5.408 -5.253 -0.969
H -1.315 6.096 -2.547
P -1.856 2.312 -1.972
H -1.036 -1.765 -4.235
C 4.321 0.804 1.991
H 0.531 -4.553 4.802
C 4.083 -3.384 -0.750
Ti -0.118 0.093 0.034
H 0.343 1.527 5.682
S -2.530 -0.868 4.122
H -2.556 -3.312 3.036
H -2.626 -4.966 -1.479
C 2.581 3.926 6.523
C -0.716 -2.721 -4.643
H -4.501 -1.819 -0.657
C -1.158 4.073 -1.870
H 2.285 -3.049 -2.962
*
```

Output
Lowest unoccupied orbital energy (alpha / beta) ... 3.593 / 3.593 eV
Gap between HOMO and LUMO (alpha / beta) ... 4.391 / 4.421 eV
Max |F| ... 0.93 eV/A
HOMO level (alpha / beta) ... -0.797 / -0.828 eV
Relative energy (zero: lowest compared OMol25 entry of this formula, charge and spin) ... 0.0 kJ/mol

These are the Mulliken partial charges, in e, on atoms 1 to 2: number 1, H, carries 0.397; number 2, C, carries -1.636

# 2
Below is C52H71IN8OPSc as an isolated structure, with properties calculated with wB97M-V/def2-TZVPD.

```
! wB97M-V def2-TZVPD RIJCOSX def2/J DEFGRID3
* xyz 2 1
C -3.874 -4.243 -0.022
H -0.856 -2.499 4.275
H 1.445 1.791 -3.560
C -4.785 3.362 3.488
H 2.708 -3.655 -5.100
C -1.951 3.770 3.354
H 2.623 2.332 -1.617
C 0.434 -5.086 -0.206
H 1.831 2.215 -0.051
H -4.084 -1.302 -2.400
N 1.229 -4.075 -3.636
H -0.398 -4.888 -2.540
N -0.620 -2.489 0.379
H -0.536 6.650 5.621
H -4.413 1.663 2.235
C 3.159 2.093 4.834
H -2.565 0.021 -3.904
C -0.088 2.636 -1.542
C -2.601 2.681 2.691
H 3.403 3.513 1.261
C 2.024 1.672 -0.977
C -3.959 2.503 2.743
C 1.009 5.243 1.273
C -1.336 -2.497 -4.015
H -4.993 -4.611 -1.797
H -0.408 -5.141 3.045
C -0.962 -2.630 -2.703
H -0.658 -6.330 1.768
H 2.655 -5.336 -4.540
C 2.141 6.001 1.552
H -2.833 -2.858 -5.531
H -0.480 -5.118 -4.281
Sc -0.296 -0.573 -0.781
H -4.608 -4.671 0.645
H 0.723 -4.274 -0.867
H 3.654 -1.662 0.677
H 3.089 1.701 5.840
H -3.989 1.064 -3.835
H 0.925 5.452 4.051
H -5.854 3.197 3.503
C 3.321 3.119 2.269
C -4.208 4.351 4.217
H 1.938 -1.050 -4.693
H 1.530 8.690 -0.418
H -4.084 -0.908 -0.666
C -4.186 -0.499 -1.674
H -0.104 0.914 -3.470
C 4.377 2.095 4.172
C -3.144 0.588 -1.905
H 2.875 5.655 2.268
H -2.718 2.504 -0.940
H 0.683 -6.050 -3.317
C -1.899 -3.110 -1.722
H 3.514 -1.790 -4.960
C -0.574 4.156 3.294
H -0.207 -0.996 3.600
H -2.968 6.152 5.612
C 1.431 -3.253 3.289
H 1.087 2.625 4.763
H 1.398 -4.709 -5.613
H 4.213 -3.608 -3.605
C 3.774 -3.077 -2.756
H -2.398 1.763 -3.585
C 2.868 -1.334 -4.202
C -2.810 4.563 4.179
H 1.142 -3.888 4.129
I -1.700 0.988 1.786
C -3.559 1.845 -1.145
H -4.289 2.398 -1.739
H 3.212 7.815 1.169
C -2.706 -3.670 0.500
H 3.505 -3.808 -1.994
O -1.871 0.095 -1.445
H -2.577 -3.631 1.576
C 4.455 2.615 2.885
C -0.117 5.162 4.115
C -0.640 -1.963 3.347
C 0.192 -5.081 -3.421
H -4.033 1.598 -0.195
C 2.091 3.142 2.934
H -4.804 5.002 4.844
H -5.190 -0.082 -1.772
C 2.026 2.617 4.222
H -4.379 -3.962 -3.949
C 1.338 -2.868 -3.037
N 0.717 1.400 -1.603
H 2.861 0.231 1.938
C 2.328 7.234 0.940
H -0.619 -2.082 -4.715
H 1.404 0.085 -3.077
C -0.946 5.870 4.994
C 2.657 -1.797 0.242
C 2.058 -4.456 -4.781
H 1.304 0.972 1.535
H 0.477 3.471 -1.971
H 4.544 -2.424 -2.341
C 0.033 -5.577 2.154
C 2.766 0.390 -0.690
H 2.996 -0.156 -1.607
H 1.344 -0.678 2.157
N 2.611 -2.268 -3.106
H -0.506 7.369 -0.902
H -1.000 2.494 -2.109
C 0.065 5.748 0.376
N 1.956 -0.508 0.159
H -0.472 -5.567 -0.586
H 3.720 0.613 -0.194
C -4.083 -4.213 -1.366
H 0.974 -6.064 2.413
H 2.750 -2.207 -0.755
C -3.008 0.878 -3.396
C -2.279 5.594 4.991
C -2.579 -2.957 -4.484
H -0.323 2.864 -0.503
C 1.863 0.041 1.527
C -3.126 -3.634 -2.230
H 5.262 1.707 4.657
C -0.072 -3.259 1.335
C -3.432 -3.560 -3.613
H 2.104 -2.489 0.869
H -1.566 -1.804 2.805
C 0.880 1.028 -3.013
C -1.721 -3.127 -0.296
H 5.405 2.638 2.365
H 2.097 -3.809 2.634
C 1.384 7.727 0.053
N 0.274 -2.766 2.549
N 0.381 -2.259 -2.357
H 1.233 -5.829 -0.168
H 1.971 -2.392 3.688
H 3.372 -0.430 -3.853
C 0.243 6.984 -0.222
P 0.601 3.614 1.997
N 0.221 -4.560 1.125
H -0.833 5.176 0.160
*
```

Output
Lowest unoccupied orbital energy ... -4.502 eV
Gap between HOMO and LUMO ... 7.407 eV
Max |F| ... 0.85 eV/A
HOMO level ... -11.909 eV
Relative energy (zero: lowest compared OMol25 entry of this formula, charge and spin) ... 0.0 kJ/mol

These are the Mulliken partial charges, in e, on atoms 1 to 2: number 1, C, carries -1.338; number 2, H, carries 0.409